Below is a molecular structure, C39H38N3O5STl at a distorted geometry, with properties calculated with ωB97M-V/def2-TZVPD.

Atoms and positions in Å:
1 C 3.959 0.822 -1.175
2 H -2.847 -4.056 -0.553
3 C -3.183 0.521 -2.641
4 C -0.326 -2.043 -2.807
5 C 5.336 1.838 0.496
6 C -3.094 -3.070 -0.949
7 S 2.507 -0.151 -1.492
8 O -2.513 3.928 -0.208
9 H 1.106 -1.964 2.468
10 C 4.221 1.090 0.167
11 H 1.426 -3.205 -2.370
12 H 1.203 -2.939 3.935
13 O 1.446 0.314 2.286
14 C -0.361 -1.320 5.277
15 N -1.524 -1.203 -0.898
16 H 0.472 3.091 5.030
17 C 2.711 -0.771 -5.430
18 H -2.843 0.956 5.638
19 C -0.150 -2.129 -4.181
20 H 1.711 0.282 -7.005
21 H -2.718 1.438 -2.285
22 O 1.393 0.735 -0.841
23 H -2.973 1.016 1.966
24 C 0.539 -2.833 -1.859
25 H 0.570 1.862 -5.490
26 H -1.166 -0.274 6.967
27 H 0.389 -1.840 5.861
28 H -3.008 -3.829 1.836
29 H 3.212 -1.458 -6.098
30 C 1.866 0.209 -5.937
31 C -1.923 -0.550 -4.530
32 H -3.601 1.714 3.465
33 H -3.262 -2.552 3.036
34 N -0.398 2.208 1.927
35 H 7.048 2.896 -0.246
36 H 3.552 0.726 0.938
37 C -0.956 -1.400 -5.039
38 C -1.925 2.986 0.259
39 C 4.801 1.266 -2.183
40 C 0.243 2.195 3.099
41 H -2.541 0.032 -5.203
42 C -3.281 -2.781 1.973
43 C -1.289 3.127 1.632
44 H 0.861 -2.236 -1.003
45 C 2.274 0.044 -3.230
46 H 2.609 0.405 4.300
47 C -0.995 4.099 3.787
48 C -2.179 0.248 5.155
49 C 1.428 1.028 -3.717
50 H -0.006 -3.305 2.708
51 H -3.886 0.784 -3.428
52 C -2.142 -0.431 -3.160
53 C -3.329 0.783 2.971
54 C -2.303 0.036 3.784
55 H -4.155 -2.897 -0.755
56 C -2.266 -2.016 -0.283
57 O 1.955 1.124 4.303
58 H -0.835 -1.503 -6.110
59 H -2.322 4.889 2.268
60 C -1.445 -0.895 3.201
61 C 6.182 2.302 -0.506
62 H -4.295 -2.655 1.593
63 H 0.620 -2.781 -4.577
64 H -2.930 -3.062 -2.022
65 C 1.225 1.101 -5.087
66 H 0.008 -3.702 -1.460
67 C 5.919 2.013 -1.835
68 Tl -0.249 0.434 0.459
69 H 0.949 1.724 -3.041
70 H 4.597 1.049 -3.222
71 C 0.517 -2.493 3.218
72 O -1.768 1.808 -0.273
73 C -1.230 -0.432 5.898
74 C -0.038 3.120 4.078
75 H -4.246 0.198 2.860
76 C -1.356 -1.228 -2.327
77 C -0.441 -1.560 3.911
78 H -3.736 0.117 -1.792
79 N -1.520 -1.109 1.784
80 H -1.240 4.844 4.533
81 C 1.260 1.117 3.193
82 H 3.569 -1.628 -3.653
83 C -1.609 4.127 2.551
84 H 5.552 2.060 1.532
85 C -2.325 -1.908 1.229
86 H 6.582 2.372 -2.611
87 C 2.910 -0.870 -4.062

Output
* E_tot: -71283.545 eV
* energy above the lowest of the compared OMol25 structures with the same formula, charge and spin: 13.27 kcal per mole
* total charge: +2